{"formula": "C5H11N2", "method": "ωB97M-V/def2-TZVPD", "species": ["C", "N", "C", "C", "C", "C", "N", "H", "H", "H", "H", "H", "H", "H", "H", "H", "H", "H"], "coordinates": [[-1.08659, -2.46555, -0.95364], [-0.58579, -1.29428, -0.70370], [-0.84735, -0.06275, -1.39258], [-0.54925, 1.18548, -0.92428], [-0.36163, 1.50183, 0.63292], [1.03401, 1.20053, 1.12376], [1.60310, -0.33094, 1.03478], [-1.89033, -2.71633, -1.73604], [-0.62226, -3.34253, -0.46000], [0.20783, -1.32306, 0.07055], [-1.35047, -0.43558, -2.26810], [-0.71015, 2.06945, -1.56983], [-0.99324, 2.42316, 0.89904], [-0.98752, 0.74648, 1.11348], [1.08496, 1.51431, 2.23489], [1.75636, 1.79626, 0.39831], [1.89500, -0.51009, 2.00962], [2.40333, 0.04362, 0.49080]], "forces_ev_per_a": [[-0.05, -0.05, -0.94], [1.03, -1.58, 2.15], [0.17, 0.41, 0.55], [-1.22, -0.79, 0.94], [-1.79, -1.84, -1.55], [1.94, 1.19, 0.52], [-1.08, 3.43, -0.34], [1.25, 0.98, 1.19], [-0.48, 0.78, -0.05], [-0.98, 0.91, -1.22], [0.12, 1.32, -0.95], [0.06, -0.86, 0.20], [1.98, -0.72, -0.44], [-0.18, -0.22, 0.07], [0.34, -0.24, -1.96], [-1.18, -0.85, 2.07], [0.09, -0.08, -0.93], [-0.02, -1.79, 0.71]], "mulliken_charge": [-0.07, 0.02, -0.21, -0.38, -0.65, -0.56, -0.68, 0.26, 0.27, 0.35, 0.36, 0.36, 0.39, 0.30, 0.34, 0.34, 0.26, 0.29], "e_lumo_ev": -5.049, "charge": 1, "smiles": "C=[NH+]/C=C\\CCN", "orbital_gap_ev": 8.99, "largest_force_ev_per_a": 3.6, "relative_energy_ev": 2.9722}